This record from the Open Molecules 2025 dataset describes CH5NOS in the gas phase at a distorted geometry. The level of theory is ωB97M-V with the def2-TZVPD basis set.

```
9
Properties=species:S:1:pos:R:3:forces:R:3
C 0.710832 0.757658 0.589284 -3.912 3.645 0.220
N -0.124982 -1.192838 -1.365453 -1.222 1.959 -0.068
O -2.053427 -0.110772 0.157863 6.187 -0.633 0.157
S -0.481685 -0.457222 -0.021712 -5.513 -0.520 -2.077
H 0.449724 0.985959 1.637157 0.890 -0.903 -0.170
H 1.566388 0.403312 0.193059 3.338 -1.694 -0.099
H 0.697676 1.801646 0.149577 -0.806 -1.194 -0.119
H -0.749948 -0.781846 -2.147980 1.357 -0.644 1.670
H -0.014579 -1.405898 0.808206 -0.319 -0.015 0.485
```
Forces are in eV/Å.

The structure (SMILES) is C[S@H](=N)=O. The value obtained for the total energy is -15487.1979 eV. The HOMO energy comes out at -9.67 eV. The strongest force on any atom is 6.22 eV/Å. Its energy above the lowest of the compared OMol25 structures with the same formula, charge and spin is 378.4 kJ/mol.